ORCA calculation (ωB97M-V with the def2-TZVPD basis set) on C55H120F21N9O21S7 as an isolated structure in a non-equilibrium geometry.

Element x y z (Å)
C1 0.478 1.161 -0.711
F1 -0.093 2.149 0.042
F2 1.831 1.354 -0.682
F3 0.232 -0.042 -0.147
S1 -0.109 1.175 -2.530
O1 -1.524 0.783 -2.529
O2 0.116 2.588 -2.864
O3 0.824 0.206 -3.108
C2 3.739 3.125 -1.707
C3 4.117 1.943 -2.586
N1 5.310 1.176 -2.097
C4 4.911 0.585 -0.767
C5 5.766 0.092 -3.075
C6 4.614 -0.868 -3.552
C7 6.428 2.111 -1.852
C8 7.084 2.823 -3.010
O4 6.170 3.652 -3.644
C9 6.748 4.268 -4.774
H1 4.242 4.078 -1.945
H2 4.028 2.920 -0.703
H3 2.696 3.332 -1.798
H4 4.340 2.243 -3.600
H5 3.278 1.294 -2.549
H6 3.924 0.163 -0.845
H7 4.821 1.403 -0.023
H8 5.568 -0.202 -0.433
H9 6.463 -0.557 -2.496
H10 6.252 0.629 -3.900
H11 4.060 -0.433 -4.392
H12 3.971 -1.344 -2.805
H13 5.248 -1.574 -4.064
H14 7.210 1.517 -1.340
H15 6.055 2.850 -1.145
H16 7.591 2.236 -3.705
H17 7.877 3.433 -2.556
H18 6.143 5.115 -5.018
H19 6.743 3.505 -5.564
H20 7.744 4.665 -4.508
C10 1.444 -7.916 1.714
C11 -0.073 -7.748 1.563
N2 -0.827 -6.963 2.637
C12 -2.290 -7.061 2.325
C13 -0.620 -7.680 3.949
C14 -1.498 -7.108 5.113
C15 -0.244 -5.467 2.717
C16 -0.886 -4.540 1.754
O5 -1.948 -3.880 2.415
C17 -1.596 -2.534 2.775
H21 1.822 -7.774 2.703
H22 2.087 -7.197 1.190
H23 1.665 -8.920 1.300
H24 -0.499 -8.763 1.538
H25 -0.343 -7.216 0.655
H26 -2.880 -6.421 2.985
H27 -2.663 -8.101 2.370
H28 -2.446 -6.732 1.295
H29 0.414 -7.813 4.287
H30 -0.987 -8.731 3.795
H31 -2.490 -7.484 5.027
H32 -1.476 -5.986 5.058
H33 -1.068 -7.324 6.036
H34 0.851 -5.600 2.533
H35 -0.233 -5.105 3.716
H36 -1.269 -5.080 0.874
H37 -0.118 -3.906 1.420
H38 -0.830 -2.394 3.539
H39 -2.556 -2.133 3.154
H40 -1.297 -1.971 1.904
C18 -0.168 4.561 -5.876
C19 -0.334 3.706 -7.089
N3 0.018 2.238 -6.835
C20 -0.014 1.436 -8.165
C21 1.368 2.016 -6.108
C22 2.473 2.855 -6.738
C23 -1.073 1.751 -5.841
C24 -2.452 1.340 -6.482
O6 -3.101 2.476 -6.943
C25 -4.281 2.181 -7.595
H41 0.193 5.560 -6.261
H42 0.628 4.118 -5.310
H43 -1.180 4.701 -5.347
H44 0.313 3.976 -7.888
H45 -1.384 3.645 -7.432
H46 0.733 1.947 -8.822
H47 -0.957 1.605 -8.667
H48 0.121 0.377 -7.875
H49 1.509 0.924 -6.280
H50 1.258 2.119 -5.017
H51 2.262 3.928 -6.738
H52 2.712 2.525 -7.772
H53 3.438 2.808 -6.161
H54 -1.230 2.545 -5.132
H55 -0.698 0.890 -5.362
H56 -3.035 0.897 -5.720
H57 -2.311 0.640 -7.297
H58 -4.121 1.430 -8.359
H59 -4.613 3.081 -8.075
H60 -4.995 1.870 -6.840
C26 -1.136 -6.208 -1.711
C27 -1.458 -5.303 -2.898
N4 -1.340 -3.796 -2.756
C28 0.113 -3.389 -2.776
C29 -2.007 -3.281 -3.960
C30 -1.813 -1.816 -4.131
C31 -1.970 -3.272 -1.548
C32 -3.530 -3.462 -1.437
O7 -3.889 -4.763 -1.118
C33 -4.560 -4.876 0.220
H61 -1.899 -6.167 -0.927
H62 -0.128 -6.052 -1.291
H63 -1.077 -7.297 -2.137
H64 -2.493 -5.481 -3.229
H65 -0.776 -5.595 -3.719
H66 0.146 -2.340 -2.832
H67 0.568 -3.838 -3.657
H68 0.476 -3.909 -1.860
H69 -3.051 -3.520 -4.038
H70 -1.543 -3.720 -4.832
H71 -2.221 -1.337 -3.202
H72 -2.587 -1.523 -4.824
H73 -0.831 -1.409 -4.217
H74 -1.807 -2.214 -1.489
H75 -1.453 -3.689 -0.679
H76 -3.985 -3.144 -2.411
H77 -3.944 -2.684 -0.793
H78 -5.391 -4.197 0.256
H79 -3.759 -4.558 0.872
H80 -4.869 -5.950 0.308
C34 -0.926 -0.552 7.010
C35 -0.669 0.756 6.318
N5 0.686 1.451 6.537
C36 1.730 0.454 6.139
C37 0.780 2.660 5.604
C38 0.777 2.320 4.148
C39 1.001 1.844 8.003
C40 0.131 2.896 8.620
O8 -1.234 2.581 8.550
C41 -2.154 3.626 8.822
H81 -0.033 -1.121 7.106
H82 -1.761 -1.048 6.494
H83 -1.222 -0.327 8.106
H84 -1.479 1.507 6.482
H85 -0.674 0.592 5.258
H86 2.680 0.975 6.036
H87 1.495 -0.030 5.241
H88 1.778 -0.251 6.967
H89 1.792 3.076 5.784
H90 -0.118 3.260 5.898
H91 0.913 3.214 3.535
H92 -0.202 1.896 3.804
H93 1.510 1.608 3.811
H94 1.991 2.283 7.947
H95 1.181 0.919 8.610
H96 0.293 3.836 8.087
H97 0.507 3.147 9.658
H98 -2.191 4.437 8.072
H99 -1.997 3.959 9.823
H100 -3.143 3.113 8.749
C42 -4.440 0.306 -0.919
C43 -5.217 1.513 -0.306
N6 -4.593 2.863 -0.715
C44 -4.491 2.817 -2.166
C45 -5.652 3.916 -0.510
C46 -6.290 4.007 0.853
C47 -3.323 3.111 0.006
C48 -2.376 4.200 -0.513
O9 -3.026 5.438 -0.880
C49 -2.074 6.407 -1.194
H101 -3.386 0.594 -1.050
H102 -4.719 0.112 -1.975
H103 -4.496 -0.582 -0.364
H104 -5.286 1.427 0.756
H105 -6.284 1.552 -0.684
H106 -3.733 2.068 -2.477
H107 -4.201 3.824 -2.468
H108 -5.482 2.488 -2.542
H109 -6.473 3.750 -1.211
H110 -5.242 4.936 -0.623
H111 -6.792 3.093 1.238
H112 -7.052 4.778 0.646
H113 -5.569 4.374 1.533
H114 -2.747 2.211 -0.101
H115 -3.531 3.273 1.057
H116 -1.878 3.769 -1.384
H117 -1.545 4.438 0.222
H118 -2.468 7.371 -0.952
H119 -1.732 6.447 -2.204
H120 -1.165 6.271 -0.646
C50 3.134 5.595 3.756
F4 1.894 5.392 4.284
F5 3.003 6.566 2.879
F6 3.856 6.124 4.836
S2 3.695 3.983 2.925
O10 3.635 3.029 4.003
O11 2.713 3.767 1.887
N7 5.180 4.203 2.471
S3 5.755 4.814 1.098
O12 6.532 3.828 0.488
O13 4.841 5.561 0.327
C51 7.048 6.017 1.800
F7 6.583 7.033 2.461
F8 7.900 5.370 2.568
F9 7.692 6.548 0.664
C52 6.347 -3.939 -0.784
F10 6.516 -3.264 0.318
F11 6.661 -3.024 -1.790
F12 7.096 -5.043 -0.848
S4 4.634 -4.614 -1.075
O14 3.913 -3.640 -1.846
O15 4.698 -5.939 -1.567
N8 4.354 -4.740 0.476
S5 3.056 -4.336 1.207
O16 1.818 -4.632 0.513
O17 3.189 -4.725 2.609
C53 3.013 -2.433 1.193
F13 3.422 -1.892 2.300
F14 3.654 -1.915 0.143
F15 1.677 -2.127 1.051
C54 -5.351 -3.003 4.245
F16 -4.192 -2.639 4.922
F17 -5.303 -4.198 3.733
F18 -6.238 -3.056 5.237
S6 -5.628 -1.775 2.968
O18 -4.810 -2.147 1.865
O19 -7.037 -1.947 2.597
N9 -5.275 -0.449 3.657
S7 -4.031 0.465 3.623
O20 -2.972 0.042 4.510
O21 -3.645 0.844 2.282
C55 -4.910 1.966 4.335
F19 -5.894 2.349 3.527
F20 -5.377 1.780 5.513
F21 -3.939 2.992 4.473

- charge = +2
- LUMO energy (eV) = -3.59
- HOMO level (hartree) = -0.462
- orbital gap (eV) = 8.977
- E (a.u.) = -9124.09701

ORCA calculation (ωB97M-V with the def2-TZVPD basis set) on an isolated ion of composition C5H10Cl2N3 and charge +1 in a non-equilibrium geometry.

Element x y z (Å)
C1 1.879 -1.377 -0.268
C2 2.535 -0.285 -0.133
C3 2.119 1.155 -0.145
C4 -0.052 0.867 -1.265
C5 -1.066 -0.603 1.316
N1 -0.488 -0.473 -1.119
N2 0.682 1.354 -0.087
N3 -1.474 -0.662 -0.116
Cl1 4.276 -0.497 0.155
Cl2 0.375 3.072 0.201
H1 1.726 -2.415 -0.412
H2 2.549 1.628 0.741
H3 2.572 1.624 -1.031
H4 0.559 0.887 -2.176
H5 -0.915 1.535 -1.416
H6 -0.345 -1.392 1.514
H7 -0.601 0.360 1.515
H8 -1.944 -0.739 1.944
H9 -1.867 -1.596 -0.302
H10 -2.228 0.039 -0.251

- charge = +1
- LUMO energy (spin up / spin down) (eV) = -6.12 / -6.12
- HOMO level (spin up / spin down) (hartree) = -0.485 / -0.485
- orbital gap (spin up / spin down) (eV) = 7.085 / 7.084
- E (a.u.) = -1280.67761
- energy relative to the best compared isomer or geometry (same formula, charge and spin) (kcal/mol) = 113.5

ORCA calculation (ωB97M-V with the def2-TZVPD basis set) on C33H58CsO6P2S2 as an isolated structure in a non-equilibrium geometry.

Element x y z (Å)
Cs1 1.567 -0.378 -0.326
O1 1.231 2.187 3.031
S1 2.057 1.293 2.209
O2 3.720 1.930 2.587
O3 1.930 1.656 0.775
C1 4.636 2.041 1.622
C2 5.346 3.253 1.543
C3 6.322 3.467 0.592
C4 6.624 2.484 -0.344
C5 5.945 1.281 -0.280
C6 4.972 1.049 0.686
S2 4.421 -0.658 0.687
O4 3.327 -0.840 1.636
O5 5.610 -1.417 1.012
O6 3.931 -0.914 -0.678
H1 5.100 4.014 2.274
H2 6.854 4.411 0.572
H3 7.382 2.648 -1.099
H4 6.168 0.472 -0.965
C7 -0.765 1.656 -5.784
C8 -0.413 0.655 -4.684
C9 -1.699 0.142 -4.018
P1 0.790 1.125 -3.312
C10 0.660 2.969 -3.015
C11 -0.748 3.329 -2.536
C12 1.146 3.943 -4.087
C13 2.467 0.970 -4.136
C14 2.553 1.243 -5.638
C15 3.006 -0.434 -3.824
H5 -1.415 1.172 -6.519
H6 0.114 2.023 -6.308
H7 -1.309 2.508 -5.377
H8 0.077 -0.209 -5.150
H9 -2.243 0.962 -3.544
H10 -1.473 -0.597 -3.248
H11 -2.360 -0.319 -4.758
H12 1.326 3.069 -2.149
H13 -1.453 3.378 -3.368
H14 -0.744 4.305 -2.046
H15 -1.114 2.595 -1.815
H16 0.548 3.879 -4.996
H17 2.192 3.774 -4.339
H18 1.060 4.964 -3.704
H19 3.097 1.695 -3.610
H20 1.992 0.494 -6.202
H21 3.597 1.179 -5.956
H22 2.184 2.231 -5.909
H23 2.267 -1.199 -4.081
H24 3.259 -0.528 -2.769
H25 3.913 -0.633 -4.401
C16 -4.059 -4.813 1.189
C17 -2.621 -5.016 0.720
C18 -1.699 -3.966 1.363
C19 -2.400 -2.601 1.554
C20 -3.477 -2.437 0.478
C21 -4.599 -3.472 0.662
P2 -1.125 -1.232 1.418
C22 -2.090 0.366 1.620
C23 -3.358 0.375 2.504
C24 -4.401 1.385 2.004
C25 -3.713 2.684 1.594
C26 -2.785 2.454 0.385
C27 -2.383 0.980 0.243
C28 -0.254 -1.268 3.067
C29 -1.127 -1.406 4.338
C30 -0.932 -2.758 5.025
C31 0.523 -2.946 5.480
C32 1.509 -2.321 4.477
C33 0.906 -2.276 3.075
H26 -4.074 -4.819 2.283
H27 -4.697 -5.634 0.856
H28 -2.589 -4.934 -0.370
H29 -2.272 -6.019 0.975
H30 -0.809 -3.841 0.741
H31 -1.364 -4.339 2.333
H32 -2.880 -2.576 2.537
H33 -3.005 -2.554 -0.502
H34 -3.908 -1.435 0.502
H35 -5.103 -3.626 -0.296
H36 -5.346 -3.081 1.357
H37 -1.337 1.019 2.079
H38 -3.075 0.655 3.520
H39 -3.821 -0.612 2.556
H40 -5.131 1.571 2.796
H41 -4.954 0.977 1.152
H42 -3.129 3.044 2.445
H43 -4.454 3.452 1.363
H44 -1.880 3.054 0.506
H45 -3.276 2.785 -0.534
H46 -1.488 0.907 -0.377
H47 -3.171 0.422 -0.268
H48 0.207 -0.278 3.080
H49 -2.184 -1.272 4.113
H50 -0.850 -0.616 5.043
H51 -1.208 -3.556 4.329
H52 -1.607 -2.838 5.880
H53 0.726 -4.015 5.591
H54 0.660 -2.492 6.465
H55 2.448 -2.877 4.469
H56 1.752 -1.295 4.767
H57 0.576 -3.279 2.787
H58 1.676 -1.951 2.377

- charge = -1
- LUMO energy (eV) = 1.86
- HOMO level (hartree) = -0.193
- orbital gap (eV) = 7.112
- E (a.u.) = -3242.96637
- energy relative to the best compared isomer or geometry (same formula, charge and spin) (kcal/mol) = 61.1